DFT (the ωB97M-V functional and the def2-TZVPD basis) results for a molecular structure, C12H26O5RuS in a non-equilibrium geometry.

total charge = +3
electronic energy = -36487.665 eV
2S+1 = 2
energy above the lowest of the compared OMol25 structures with the same formula, charge and spin = 233.7 kJ/mol

Each line ends with the Mulliken charge.
Cartesian coordinates (Å):
Ru  0.0359  0.1588  0.1535  1.1675
C  -2.5820  1.8705  -0.6556  -0.5910
C  -3.0755  0.4582  -0.6268  -0.5453
O  -2.2812  -0.2005  0.3763  -0.2723
C  -2.5693  -1.5974  0.5653  -0.4274
C  -1.8024  -1.9751  1.7930  -0.6541
O  -0.4032  -1.6937  1.5729  -0.1736
C  0.4255  -2.8526  1.3838  -0.4927
C  1.6620  -2.3472  0.7404  -0.5993
O  1.1961  -1.6411  -0.4409  -0.2925
C  2.2316  -1.2823  -1.3814  -0.5479
C  1.5146  -0.6477  -2.5134  -0.5480
O  0.8133  0.4838  -1.9517  -0.2137
C  -0.1353  1.0865  -2.8631  -0.3695
C  -0.6621  2.2824  -2.1575  -0.7120
O  -1.1557  1.8775  -0.8724  -0.1825
H  -2.7533  2.3478  0.3077  0.3327
H  -3.0967  2.4392  -1.4287  0.4460
H  -2.9828  -0.0586  -1.5853  0.2930
H  -4.1264  0.4550  -0.3307  0.4540
H  -2.2725  -2.1676  -0.3191  0.2671
H  -3.6359  -1.7480  0.7402  0.4713
H  -1.9538  -3.0277  2.0293  0.4844
H  -2.1218  -1.3691  2.6386  0.3137
H  -0.0876  -3.5673  0.7381  0.4653
H  0.6548  -3.3282  2.3378  0.4081
H  2.3248  -3.1690  0.4680  0.4563
H  2.2037  -1.6532  1.3858  0.2504
H  2.7650  -2.1745  -1.7118  0.4448
H  2.9444  -0.5970  -0.9162  0.2961
H  0.7981  -1.3355  -2.9662  0.4005
H  2.2200  -0.3079  -3.2725  0.4027
H  -0.9118  0.3601  -3.1116  0.3029
H  0.3670  1.3928  -3.7826  0.4544
H  -1.4375  2.7698  -2.7468  0.4499
H  0.1394  2.9971  -1.9746  0.3034
C  1.2457  1.4354  3.3323  -0.9747
S  1.0371  1.9334  1.6316  0.4158
C  2.6716  2.4732  1.1585  -1.0089
H  2.1824  0.8978  3.4694  0.3797
H  0.3867  0.8415  3.6372  0.3361
H  1.2670  2.3585  3.9211  0.4461
H  2.8234  3.4429  1.6435  0.4492
H  2.7072  2.6072  0.0794  0.3339
H  3.4294  1.7721  1.5052  0.3797

DFT (the ωB97M-V functional and the def2-TZVPD basis) results for a molecular structure, C12H27BI2NNbO2S in a non-equilibrium geometry.

total charge = 0
electronic energy = -47726.020 eV

Each line ends with the Mulliken charge.
Cartesian coordinates (Å):
C  6.1617  -2.2215  -0.9039  -0.5806
C  5.5197  -3.3666  -1.1584  -0.0852
Nb  3.5765  -2.9533  -1.8491  -0.7776
S  3.0233  -4.8562  -3.3021  -0.4685
I  2.7746  -4.2035  0.5363  -0.4509
I  4.0640  -1.5016  -4.1612  -0.3976
B  1.4013  -2.0506  -1.7582  1.2030
C  0.0923  -2.8956  -1.5309  -1.1148
O  1.2262  -0.6911  -1.9572  -0.2703
H  7.0777  -1.9387  -1.4299  0.2103
H  5.7536  -1.4890  -0.2204  0.2887
H  5.8024  -4.4135  -1.1781  0.4125
H  3.7614  -1.3855  -0.9269  -0.0817
H  2.8238  -5.7945  -2.3698  0.1298
H  -0.8297  -2.3047  -1.6524  0.2198
H  0.0475  -3.7753  -2.1772  0.3438
H  0.1314  -3.2821  -0.5052  0.3396
H  2.0849  -0.2494  -1.9012  0.1629
C  -1.4485  0.7832  -0.9214  -1.5631
C  -1.2553  0.5566  0.5929  1.9332
C  -2.5513  0.0381  1.2564  -1.3407
C  -3.6580  1.0708  1.4328  -0.4727
C  -3.1535  2.3260  2.1329  -1.1800
C  -1.9501  2.9807  1.4311  1.2862
N  -0.9285  1.8498  1.3234  0.8083
O  -0.2148  1.7416  2.2615  -0.3957
C  -2.3494  3.5521  0.0691  -1.6330
C  -1.3556  4.1138  2.2523  -1.7632
C  -0.1194  -0.4219  0.7880  -1.8546
H  -0.9257  1.6691  -1.2779  0.3502
H  -1.0135  -0.0615  -1.4485  0.2100
H  -2.4983  0.8706  -1.1963  0.3156
H  -2.2847  -0.3756  2.2335  0.4827
H  -2.8811  -0.7932  0.6336  0.3960
H  -4.1061  1.3268  0.4712  0.3090
H  -4.4540  0.6271  2.0311  0.4144
H  -3.9272  3.0929  2.1830  0.4218
H  -2.8693  2.0846  3.1620  0.4094
H  -1.4788  3.9112  -0.4787  0.4038
H  -3.0045  4.4000  0.2585  0.4452
H  -2.8847  2.8512  -0.5607  0.3409
H  -1.1264  3.8145  3.2726  0.4110
H  -2.0930  4.9126  2.2842  0.4233
H  -0.4458  4.4985  1.7917  0.4541
H  0.8180  -0.0184  0.4117  0.5726
H  -0.3495  -1.3185  0.2251  0.2388
H  0.0164  -0.7099  1.8305  0.4931

DFT (the ωB97M-V functional and the def2-TZVPD basis) results for a molecular structure, C12H27BrO6SSi2 in a non-equilibrium geometry.

total charge = 0
electronic energy = -121803.535 eV

Each line ends with the Mulliken charge.
Cartesian coordinates (Å):
C  1.5200  1.3915  3.7131  -1.3891
C  1.7504  2.7943  3.0982  -0.3759
Si  2.2267  2.6799  1.2755  0.2383
S  3.1716  0.7922  0.8414  -0.3064
C  0.7120  2.7414  0.1354  1.2082
C  -0.5116  3.3576  0.6957  0.2108
O  -1.3949  2.7665  1.2422  -0.4974
Br  -0.6643  5.3105  0.5112  -0.2040
O  3.3965  3.7491  0.8012  -0.3060
Si  3.4987  5.2612  1.5014  0.5209
H  0.9192  0.7610  3.0881  0.2691
H  1.0448  1.5400  4.6640  0.4002
H  2.4757  0.9474  3.8910  0.3989
H  0.7985  3.3043  3.1582  0.4010
H  2.5025  3.2731  3.6940  0.4728
H  2.2208  -0.1095  1.0931  0.0638
H  0.9505  3.1748  -0.8191  0.5831
H  0.4490  1.7132  -0.0480  -1.1421
H  3.9562  5.1058  2.8991  -0.1543
H  2.2071  5.9628  1.5088  -0.1580
H  4.5326  6.0409  0.8000  -0.1667
O  -0.3219  -0.2429  -0.4308  -0.6499
C  -1.5116  -0.3222  -0.5961  0.9170
O  -1.9661  -0.4991  -1.8412  -0.3902
C  -3.3376  -0.7832  -2.1367  -0.4560
C  -4.1660  0.4803  -2.2385  -1.0222
C  -2.4827  -0.1610  0.5464  -1.1355
H  -3.7445  -1.4930  -1.4167  0.3708
H  -3.3160  -1.2906  -3.0986  0.3569
H  -4.1918  1.0225  -1.2934  0.2781
H  -5.1897  0.2395  -2.5237  0.3694
H  -3.7423  1.1490  -2.9872  0.3086
H  -2.6496  0.9021  0.7137  0.2325
H  -2.0300  -0.5863  1.4378  0.3065
H  -3.4370  -0.6582  0.3929  0.4462
O  -1.6977  -5.7501  -0.6012  -0.5796
C  -0.6670  -5.2442  -0.9424  0.6953
O  -0.5176  -3.9176  -0.7934  -0.3336
C  0.7214  -3.2322  -1.0176  -0.0577
C  0.9059  -2.8681  -2.4742  -0.8773
C  0.4359  -6.0491  -1.5927  -0.9155
H  1.5607  -3.8059  -0.6205  0.4026
H  0.6518  -2.3236  -0.4277  -0.0718
H  0.9641  -3.7542  -3.1081  0.3708
H  1.8193  -2.2888  -2.6066  0.3564
H  0.0618  -2.2710  -2.8177  0.1327
H  0.2186  -6.1410  -2.6554  0.2556
H  0.4373  -7.0405  -1.1484  0.3079
H  1.4304  -5.6285  -1.4664  0.3147

DFT (the ωB97M-V functional and the def2-TZVPD basis) results for a molecular structure, C12H27CeCl2N2OP2S in a non-equilibrium geometry.

total charge = +3
electronic energy = -85270.975 eV
energy above the lowest of the compared OMol25 structures with the same formula, charge and spin = 0.0 kJ/mol

Each line ends with the Mulliken charge.
Cartesian coordinates (Å):
C  1.3638  -0.0640  -6.5466  -1.0429
C  0.9413  0.3002  -5.1585  0.7546
H  2.4555  -0.0710  -6.6008  0.3062
H  0.9607  0.6605  -7.2649  0.3472
H  0.9752  -1.0578  -6.8028  0.3412
O  1.6361  0.5048  -4.1817  -0.4864
Cl  -0.8353  0.4170  -5.0192  -0.1753
Ce  0.0402  -0.0071  -0.2097  0.5433
P  -0.1147  2.8016  -0.4611  0.5977
C  1.0645  3.7791  0.5113  -0.9717
C  0.1154  3.1995  -2.2298  -0.9833
H  -0.0414  4.2678  -2.4604  0.4362
H  -1.9853  4.3940  -0.2115  0.4312
H  -0.5836  2.6038  -2.8369  0.2935
H  -2.5386  2.7472  -0.6424  0.3383
H  2.0815  3.5064  0.2007  0.3854
H  1.1404  2.9323  -2.5253  0.3960
C  -1.8226  3.3200  -0.0318  -1.0415
H  0.9529  4.8710  0.4039  0.3955
H  -2.0215  3.1070  1.0316  0.3439
H  0.9613  3.5304  1.5787  0.2378
P  0.1538  -2.8302  -0.1001  0.6661
C  1.4147  -3.5541  0.9837  -1.0039
C  -1.4892  -3.4815  0.3949  -0.9816
H  -0.2904  -2.9589  -2.4833  0.3638
H  0.3582  -4.5201  -1.8915  0.4188
H  1.4540  -3.1247  -2.1215  0.4014
C  0.4434  -3.4234  -1.8066  -1.0540
H  -2.2597  -3.0558  -0.2677  0.3408
H  -1.5296  -4.5791  0.3258  0.4261
H  1.4107  -4.6565  1.0034  0.4054
H  1.2616  -3.1885  2.0091  0.2603
H  -1.7048  -3.1799  1.4332  0.2953
H  2.4030  -3.2196  0.6417  0.3844
Cl  -1.8590  -0.2834  -1.8328  -0.1422
C  -0.7004  -1.7990  4.2245  -0.6199
N  -0.3320  -0.3854  4.0941  0.1503
C  0.3437  0.3558  5.0543  -0.1431
C  0.3672  1.6479  4.6480  -0.5228
N  -0.3103  1.6894  3.4362  0.0841
C  -0.7199  0.4293  3.0855  0.0047
S  -1.7629  -0.0591  1.8353  -0.0921
H  -1.7933  -1.9015  4.2644  0.4057
H  -0.3229  -2.3714  3.3690  0.0112
H  -0.2808  -2.2217  5.1380  0.3319
H  0.7216  -0.1032  5.9494  0.4612
H  0.8002  2.4997  5.1535  0.4705
H  -0.5226  2.5325  2.9167  0.2307

DFT (the ωB97M-V functional and the def2-TZVPD basis) results for a molecular structure, C12H27ClKNO4P in a non-equilibrium geometry.

total charge = -1
electronic energy = -60692.538 eV
energy above the lowest of the compared OMol25 structures with the same formula, charge and spin = 116.3 kJ/mol

Each line ends with the Mulliken charge.
Cartesian coordinates (Å):
K  -0.7467  -0.3763  -0.5001  0.4425
O  1.4220  -0.3877  -3.9219  -0.6675
Cl  0.6842  -0.2484  -2.7269  1.8464
O  -0.5429  -0.9777  -2.8003  -0.7033
O  0.3759  1.1189  -2.4756  -0.6023
O  1.4243  -0.7573  -1.6196  -0.6829
C  -5.1011  -0.6764  2.2092  -2.0177
C  -4.2336  -1.7804  1.6041  2.1528
C  -4.8537  -3.1355  1.9360  -1.8674
C  -4.2806  -1.5455  0.0948  -1.8261
P  -2.4040  -1.3202  2.1773  1.2445
N  -1.8337  -0.1069  1.5089  -1.1830
C  -1.3718  -2.9925  1.9501  2.1147
C  0.1105  -2.6195  2.0520  -1.8272
C  -1.6204  -3.3957  0.4987  -1.8461
C  -1.6468  -4.2083  2.8349  -2.0352
C  -2.5279  -1.1318  4.1225  2.0506
C  -1.0693  -1.1234  4.5828  -1.9551
C  -3.0554  0.2784  4.3942  -1.9357
C  -3.3122  -2.1353  4.9626  -1.7957
H  -6.0384  -0.5646  1.6575  0.6052
H  -4.5564  0.2630  2.1462  0.4411
H  -5.3562  -0.8850  3.2445  0.2307
H  -5.9140  -3.1299  1.6679  0.4857
H  -4.7840  -3.3572  2.9968  0.2412
H  -4.3905  -3.9481  1.3809  0.2788
H  -5.3160  -1.4399  -0.2360  0.5470
H  -3.8365  -2.3536  -0.4778  0.2982
H  -3.7545  -0.6172  -0.1278  0.2696
H  0.2338  -1.5544  1.8547  0.3443
H  0.7060  -3.1725  1.3214  0.4196
H  0.5162  -2.8379  3.0375  0.3545
H  -1.5014  -2.5195  -0.1423  0.3114
H  -2.6099  -3.8244  0.3639  0.1556
H  -0.8974  -4.1537  0.1849  0.5965
H  -1.2484  -4.0756  3.8401  0.3115
H  -1.1560  -5.0896  2.4104  0.5059
H  -2.7107  -4.4137  2.8939  0.2573
H  -0.4931  -0.4916  3.9081  0.3798
H  -0.6399  -2.1201  4.6037  0.1955
H  -0.9867  -0.7139  5.5936  0.6325
H  -2.7354  0.9367  3.5876  0.4118
H  -2.6536  0.6572  5.3369  0.5229
H  -4.1386  0.3023  4.4687  0.3279
H  -2.9612  -3.1500  4.8114  0.2467
H  -4.3778  -2.1009  4.7481  0.2346
H  -3.1823  -1.8949  6.0206  0.4879